Entry 1:
A 3-piece molecular cluster, C25H42I2N3O7 overall. Source: OMol25; level of theory: wB97M-V/def2-TZVPD.

Values from the calculation:
Total energy (a.u.): -2263.7991
Kohn-Sham gap (eV): 7.696
Total charge: +1

Each line ends with the Löwdin charge.
CARTESIAN COORDINATES (ANGSTROEM)
N -1.98973 0.25901 -1.36014  0.18
C -2.04057 0.66347 -2.67829  -0.53
O -2.76409 1.56171 -3.06438  0.06
C -1.18180 -0.09068 -3.67072  -0.09
C 0.31850 0.27067 -3.60498  -0.14
C 0.60858 1.74144 -3.49215  -0.24
N -0.30841 2.57727 -4.01658  0.10
C -0.22353 3.91620 -4.01364  -0.62
I -1.82297 4.89953 -4.88593  1.14
C 0.87490 4.53559 -3.43786  -0.16
C 0.97512 6.04386 -3.39093  -0.15
O 0.67681 6.58463 -2.09432  -0.08
N -0.42348 5.89842 -1.52046  -0.01
O -0.36843 5.94188 -0.36292  0.11
C 1.88369 3.70921 -2.90681  -0.05
C 3.16434 4.31799 -2.35710  -0.48
O 4.20871 3.83071 -2.67625  0.12
O 3.04467 5.41500 -1.60448  0.00
C 3.09536 5.19808 -0.17723  -0.10
C 4.44683 4.71592 0.30412  -0.15
O 5.47626 5.46395 -0.32938  -0.01
C 6.52008 4.73871 -0.79170  -0.33
O 6.96802 3.77830 -0.24572  0.11
C 1.73419 2.31071 -2.91184  -0.51
I 3.14574 1.01702 -2.06475  1.15
H -1.06626 0.30099 -0.94629  0.09
H -2.65279 0.82304 -0.83740  0.11
H -1.26243 -1.15425 -3.44648  0.13
H -1.60837 0.03466 -4.66445  0.13
H 0.81332 -0.29491 -2.82226  0.06
H 0.76875 -0.06509 -4.54460  0.15
H -1.14666 2.18249 -4.44053  0.11
H 0.27727 6.49853 -4.09079  0.07
H 1.97477 6.37884 -3.65075  0.14
H 2.85220 6.16110 0.26459  0.14
H 2.31258 4.50997 0.15347  0.14
H 4.56832 3.64912 0.10841  0.12
H 4.51734 4.82617 1.38737  0.14
H 6.90582 5.13116 -1.73678  0.15
C -4.97301 -1.39487 4.52046  -0.11
C -4.47935 -0.11535 3.85186  -0.27
C -4.09557 -0.30703 2.38561  -0.23
C -2.94433 -1.28542 2.14465  -0.23
C -1.64086 -0.94086 2.86381  -0.26
C -1.04133 0.39098 2.42524  -0.10
H -4.20294 -2.16758 4.53683  0.07
H -5.26384 -1.20368 5.55340  0.07
H -5.84333 -1.79580 3.99752  0.08
H -3.63418 0.29043 4.41473  0.10
H -5.26870 0.63812 3.90527  0.11
H -3.84442 0.66944 1.95673  0.09
H -4.97089 -0.65999 1.83193  0.11
H -2.75225 -1.33769 1.06637  0.09
H -3.25241 -2.29151 2.44002  0.10
H -0.91534 -1.73303 2.66035  0.09
H -1.79214 -0.93517 3.94536  0.11
H -0.84161 0.38635 1.34901  0.04
H -0.09709 0.57696 2.93845  0.07
H -1.70551 1.22750 2.64746  0.07
C -1.53620 -5.28800 0.04438  -0.11
C -0.74047 -4.84177 1.26743  -0.26
C 0.75549 -4.69169 0.99592  -0.23
C 1.46885 -5.98013 0.58226  -0.23
C 1.34948 -7.12794 1.58345  -0.27
C 1.97068 -6.81658 2.94191  -0.11
H -1.22161 -6.27136 -0.30651  0.07
H -2.60035 -5.35033 0.27522  0.07
H -1.41466 -4.57894 -0.77865  0.07
H -0.91006 -5.54068 2.08993  0.10
H -1.12864 -3.87616 1.60498  0.08
H 1.23684 -4.27898 1.88718  0.10
H 0.89884 -3.94563 0.20520  0.10
H 2.52851 -5.75522 0.42528  0.11
H 1.08779 -6.31417 -0.38687  0.10
H 1.84629 -8.00433 1.16079  0.11
H 0.30067 -7.40706 1.71450  0.10
H 3.03004 -6.57318 2.83869  0.08
H 1.88931 -7.67419 3.61001  0.07
H 1.47561 -5.97588 3.43074  0.06

=====

Entry 2:
C42H35ClN5O4Ti as an isolated structure. Source: OMol25; level of theory: wB97M-V/def2-TZVPD.

Values from the calculation:
Total energy (a.u.): -3505.5924
Kohn-Sham gap (alpha / beta) (eV): 6.118 / 6.551
2S+1: 2
Total charge: +2
ΔE to the lowest compared entry with this formula, charge and spin (kcal per mole): 34.8

Each line ends with the Mulliken spin population.
CARTESIAN COORDINATES (ANGSTROEM)
Ti -0.22077 -0.06851 0.01591  0.77
Cl 2.41432 -6.74633 -0.98692  0.00
C 1.63541 -5.27130 -0.56006  0.00
C 0.49584 -5.30237 0.25499  0.01
C -0.13435 -4.13510 0.61553  -0.01
C 0.33390 -2.88962 0.16990  0.03
O -0.27068 -1.78692 0.54493  0.02
C 1.48680 -2.85967 -0.66229  0.01
C 2.07952 -1.63087 -1.08453  0.05
N 1.59566 -0.44585 -0.85528  -0.04
C 2.35657 0.71830 -1.11159  0.03
C 3.50114 0.81603 -1.86657  0.00
C 4.24965 2.00612 -1.88486  0.00
C 3.87238 3.08980 -1.14346  0.00
C 2.68164 3.04479 -0.38757  -0.01
C 2.22152 4.12186 0.39562  0.01
C 1.05065 3.99518 1.09426  0.00
C 0.33985 2.79259 1.01887  0.01
N 0.74236 1.75735 0.30643  0.01
C 1.90361 1.86614 -0.40238  -0.04
C 2.12559 -4.06957 -1.00074  0.01
H 0.12537 -6.25798 0.60177  0.00
H -1.00937 -4.14753 1.25358  0.00
H 3.04395 -1.72301 -1.58074  -0.01
H 3.85884 -0.01979 -2.45338  0.00
H 5.15636 2.04198 -2.47344  0.00
H 4.47331 3.98992 -1.12412  0.00
H 2.80050 5.03626 0.43460  0.00
H 0.66627 4.80433 1.69880  0.00
H -0.58633 2.67932 1.56794  0.00
H 3.02010 -4.04556 -1.61148  0.00
C -2.01709 1.39090 -3.84229  0.00
O -2.96723 1.34935 -2.75068  0.00
C -2.28123 1.11542 -1.65127  -0.01
N -1.00087 1.00886 -1.73945  -0.02
C -0.63872 1.16330 -3.15881  0.01
C 0.27077 2.32837 -3.48591  0.00
C 0.97885 2.27328 -4.68444  0.00
C 1.70061 3.37046 -5.12487  0.00
C 1.72047 4.53307 -4.36656  0.00
C 1.02167 4.58878 -3.17115  0.00
C 0.29105 3.49274 -2.73186  0.00
C -2.91865 0.94746 -0.35335  0.07
C -4.24630 1.16766 -0.03891  -0.01
C -4.65153 1.01207 1.28050  0.03
C -3.70740 0.68622 2.24712  -0.01
C -2.39879 0.46887 1.85528  0.03
N -2.01378 0.54252 0.56326  0.00
C -1.28518 0.13700 2.73944  0.00
N -0.10291 -0.04469 2.26934  0.02
C 0.67204 -0.66007 3.36806  0.01
C -0.14763 -0.23093 4.59296  0.00
O -1.46864 -0.01373 4.04166  0.00
C 2.13903 -0.33360 3.46474  0.00
C 2.85849 0.14919 2.38199  -0.02
C 4.21604 0.41049 2.49816  0.00
C 4.86979 0.17563 3.69776  0.00
C 4.16154 -0.33526 4.77683  0.00
C 2.80377 -0.58693 4.66209  0.00
H -2.07070 2.37289 -4.30671  0.00
H -2.29792 0.63417 -4.57185  0.00
H -0.16969 0.23455 -3.48644  0.00
H 0.94633 1.36633 -5.27932  0.00
H 2.23725 3.32282 -6.06313  0.00
H 2.26581 5.39990 -4.71554  0.00
H 1.03721 5.49983 -2.58530  0.00
H -0.29490 3.55798 -1.82230  0.00
H -4.94325 1.45826 -0.81336  0.00
H -5.68330 1.17075 1.56104  0.00
H -3.97613 0.59595 3.29090  0.00
H 0.57935 -1.74588 3.22377  0.00
H 0.21398 0.71797 4.99532  0.00
H -0.21715 -0.96649 5.38679  0.00
H 2.35053 0.31191 1.44618  0.04
H 4.76611 0.79751 1.64867  0.00
H 5.92661 0.38586 3.79039  0.00
H 4.67111 -0.54370 5.70793  0.00
H 2.26254 -0.98977 5.51067  0.00
C -1.30276 -3.08841 -3.61489  0.00
C -1.64374 -2.40632 -2.32195  0.00
C -2.86070 -2.88435 -1.59500  0.00
O -0.93842 -1.51178 -1.88279  0.04
H -1.90440 -3.97981 -3.77302  0.00
H -0.24294 -3.34599 -3.62123  0.00
H -1.48028 -2.39984 -4.44451  0.00
H -3.72749 -2.87416 -2.25853  0.00
H -3.05649 -2.28587 -0.70643  0.00
H -2.69869 -3.92549 -1.30371  0.00

=====

Entry 3:
A 2-piece molecular cluster, C23H40N2O6S overall. Source: OMol25; level of theory: wB97M-V/def2-TZVPD.

Values from the calculation:
Total energy (a.u.): -1858.7828
Kohn-Sham gap (eV): 2.414
Total charge: 0

Each line ends with the Löwdin charge.
CARTESIAN COORDINATES (ANGSTROEM)
C -5.99707 5.77070 -3.08212  -0.14
O -5.76223 4.42547 -3.68243  -0.27
C -4.66086 3.75695 -2.91869  -0.22
C -4.59095 2.13707 -3.16058  -0.17
C -3.13616 1.56878 -3.65873  -0.21
C -1.84486 2.12366 -2.81494  -0.23
C -1.31118 1.12896 -1.62522  -0.17
C 0.35446 1.15105 -1.64265  -0.16
C 1.01153 2.18370 -0.55174  -0.06
C 1.32026 1.54892 0.96406  0.10
C 2.01454 2.51146 2.13980  -0.06
C 2.39890 2.00107 3.65046  -0.27
O 3.30801 1.00468 3.76677  -0.03
O 1.86407 2.56651 4.91671  -0.01
C 2.35111 4.06608 1.68441  0.01
C 1.99963 4.53236 0.15243  0.00
N 1.35721 3.62328 -0.91598  -0.14
C 1.14778 4.25775 -2.27625  -0.22
S 2.51305 3.62443 -3.40842  0.82
O 2.43995 4.26298 -4.83984  -0.44
O 3.86807 3.98656 -2.68396  -0.43
H -4.97705 6.38341 -2.98787  0.10
H -6.73353 6.41783 -3.75807  0.11
H -6.51520 5.70575 -2.02050  0.10
H -4.93843 3.93588 -1.77198  0.13
H -3.67813 4.34139 -3.17325  0.12
H -5.36608 1.89567 -4.02992  0.13
H -4.89901 1.52286 -2.20382  0.12
H -3.14073 0.39699 -3.64919  0.11
H -2.98752 1.93954 -4.78350  0.12
H -0.96553 2.26758 -3.60957  0.10
H -1.99501 3.18738 -2.32662  0.10
H -1.74242 0.02220 -1.68974  0.13
H -1.61635 1.62947 -0.58792  0.12
H 0.67221 0.05484 -1.29354  0.13
H 0.76504 1.27092 -2.73272  0.08
H 1.07096 0.41223 1.22093  0.11
H 1.21483 3.31661 4.67083  0.13
H 2.85418 4.87635 2.39353  0.11
H 2.24836 5.65231 -0.14834  0.12
H 0.06544 4.15472 -2.70934  0.11
H 1.34145 5.43042 -2.16474  0.15
H 2.52778 2.23065 -3.58410  0.09
C 2.01212 -4.80312 -0.11853  -0.03
C 0.83834 -4.53778 0.84974  -0.49
C 0.47152 -5.84641 1.59750  -0.15
C 1.48656 -6.30905 2.63720  -0.19
C 2.29539 -5.17425 3.25321  -0.15
C 1.62482 -3.77882 3.17490  -0.50
N 1.33143 -3.48743 1.76033  -0.10
O 0.74584 -2.24469 1.56886  -0.14
C 2.67795 -2.76047 3.68998  -0.04
C 0.40757 -3.73224 4.12640  -0.02
C -0.40464 -4.18402 -0.01707  -0.05
H 2.26617 -3.90352 -0.68846  0.08
H 1.76292 -5.58892 -0.84228  0.08
H 2.91632 -5.12079 0.40870  0.08
H -0.49575 -5.71772 2.09884  0.10
H 0.31184 -6.66374 0.87835  0.12
H 0.95585 -6.85685 3.42594  0.11
H 2.17698 -7.03121 2.18581  0.11
H 2.53421 -5.43072 4.29373  0.12
H 3.26451 -5.13411 2.73913  0.11
H 3.54704 -2.72007 3.02206  0.09
H 3.04296 -3.04183 4.68575  0.08
H 2.26802 -1.74677 3.77152  0.07
H 0.71650 -3.95354 5.15652  0.09
H -0.37004 -4.45563 3.86405  0.07
H -0.05894 -2.74149 4.14319  0.08
H -0.65407 -5.01002 -0.69602  0.08
H -0.23377 -3.30493 -0.64777  0.07
H -1.28814 -3.99727 0.60481  0.08

=====

Entry 4:
A single Cl2H2NO3P molecule. Source: OMol25; level of theory: wB97M-V/def2-TZVPD.

Values from the calculation:
Total energy (a.u.): -1543.3698
Kohn-Sham gap (eV): 9.263
SMILES string: NP(=O)(OCl)OCl
Total charge: 0
ΔE to the lowest compared entry with this formula, charge and spin (kcal per mole): 3.6

Each line ends with the natural charge from an NBO analysis.
CARTESIAN COORDINATES (ANGSTROEM)
N -0.02296 -0.24807 -0.11648  -1.23
P -1.60020 0.07072 -0.47124  2.44
O -2.07496 0.22698 -1.80586  -1.03
O -1.73106 1.51953 0.65086  -0.81
Cl -2.47848 2.87881 0.00873  0.25
O -2.27682 -1.10603 0.46564  -0.79
Cl -3.95914 -1.50696 0.23529  0.28
H 0.19072 0.10256 0.84656  0.43
H 0.80870 -0.09127 -0.80101  0.45

=====

Question: Among the records above, which one has the highest total energy?
Answer: Cl2H2NO3P

=====

Question: The highest total charge belongs to which entry?
Answer: C42H35ClN5O4Ti

=====

Question: Among the records above, which one has the highest total energy?
Answer: Cl2H2NO3P